[1]
Molecular formula: C15H9N7O6S
Method: DFT, ωB97M-V/def2-TZVPD

## Properties
- HOMO: -8.5918 eV
- Molar mass: 415.3 g mol⁻¹
- LUMO energy: -1.46 eV
- Relative energy (zero: lowest compared OMol25 entry of this formula, charge and spin): 0.017 eV

Positions of all 38 atoms, in Å:
C  2.122  4.321  -1.967
C  1.387  4.009  -0.812
C  1.167  2.653  -0.565
C  1.631  1.629  -1.381
C  2.366  1.951  -2.514
C  2.600  3.309  -2.799
S  1.151  0.036  -0.772
C  0.291  0.786  0.511
N  -0.496  0.378  1.465
C  -0.895  1.507  2.300
C  -0.283  2.735  1.610
N  0.448  2.134  0.497
H  2.317  5.368  -2.203
H  1.004  4.771  -0.133
H  2.730  1.148  -3.130
H  3.169  3.568  -3.688
H  -1.990  1.567  2.367
H  -0.482  1.369  3.308
H  -1.064  3.424  1.240
H  0.415  3.267  2.282
O  -1.711  -5.554  -2.197
N  -1.139  -5.015  -1.264
C  -1.154  -3.802  -0.601
C  -0.136  -3.823  0.359
N  0.459  -5.042  0.425
O  -0.124  -5.754  -0.577
C  0.079  -2.645  1.182
N  0.988  -2.655  2.305
O  1.959  -3.439  2.342
O  0.734  -1.862  3.262
C  -0.847  -1.563  1.150
C  -1.806  -1.560  0.133
N  -2.708  -0.589  -0.324
O  -3.116  0.495  0.111
O  -3.279  -1.094  -1.499
N  -2.855  -2.369  -1.761
C  -1.970  -2.657  -0.763
H  -0.959  -1.002  2.099

Here are the natural (NBO) charges for atoms 1 to 8, given in e:
1 C -0.182
2 C -0.271
3 C 0.227
4 C -0.235
5 C -0.177
6 C -0.232
7 S 0.415
8 C 0.305


[2]
Molecular formula: C16H10AuBF5I2NO
Method: DFT, ωB97M-V/def2-TZVPD

## Properties
- HOMO: -8.1052 eV
- Molar mass: 788.8 g mol⁻¹
- LUMO energy: -2.26 eV
- Relative energy (zero: lowest compared OMol25 entry of this formula, charge and spin): 0.116 eV

Positions of all 37 atoms, in Å:
Au  0.151  0.165  0.886
I  4.314  -0.818  -2.214
C  2.445  -1.712  -2.100
C  2.124  -2.770  -2.969
C  0.896  -3.373  -2.946
I  0.506  -4.920  -4.288
C  -0.086  -2.935  -2.021
C  -1.402  -3.436  -1.922
C  -2.279  -2.913  -1.012
C  -1.851  -1.892  -0.156
N  -0.621  -1.433  -0.212
C  0.266  -1.895  -1.139
C  1.538  -1.235  -1.171
O  1.778  -0.241  -0.362
H  2.872  -3.101  -3.676
H  -1.714  -4.229  -2.589
H  -3.297  -3.266  -0.944
H  -2.518  -1.436  0.562
F  -1.693  1.137  -0.896
B  -2.793  2.025  -0.670
F  -3.667  1.976  -1.730
F  -2.272  3.318  -0.464
F  -3.428  1.602  0.531
F  3.351  4.047  1.956
C  2.268  3.291  2.086
C  1.113  3.679  1.411
C  -0.013  2.906  1.536
C  0.004  1.738  2.364
C  -1.116  0.827  2.380
C  1.230  1.373  3.005
C  2.358  2.151  2.868
H  1.128  4.561  0.788
H  -0.917  3.160  0.988
H  -2.063  1.163  1.966
H  -1.159  0.097  3.182
H  1.247  0.493  3.636
H  3.297  1.893  3.337

Here are the natural (NBO) charges for atoms 1 to 8, given in e:
1 Au 1.224
2 I 0.175
3 C -0.238
4 C -0.211
5 C -0.183
6 I 0.158
7 C -0.132
8 C -0.090


[3]
Molecular formula: C16H10Cl40N2O3
Method: DFT, ωB97M-V/def2-TZVPD

## Properties
- Structure (SMILES): CCCN[C@H](N=C=O)OC=O.ClC(Cl)(Cl)Cl.ClC(Cl)(Cl)Cl.ClC(Cl)(Cl)Cl.ClC(Cl)(Cl)Cl.ClC(Cl)(Cl)Cl.ClC(Cl)(Cl)Cl.ClC(Cl)(Cl)Cl.ClC(Cl)(Cl)Cl.ClC(Cl)(Cl)Cl.ClC(Cl)(Cl)Cl
- HOMO: -9.8596 eV
- Molar mass: 1696.4 g mol⁻¹
- LUMO energy: -0.03 eV

Positions of all 71 atoms, in Å:
C  3.219  1.545  0.614
C  1.725  1.941  0.680
C  0.930  1.305  -0.488
N  -0.285  2.048  -0.862
C  -1.421  1.804  -0.018
N  -1.300  2.568  1.272
C  -1.210  3.762  1.038
O  -1.264  4.880  0.786
O  -1.735  0.425  0.173
C  -1.374  -0.084  1.403
O  -0.674  -1.052  1.403
H  3.250  0.440  0.568
H  3.791  1.912  1.494
H  3.688  1.942  -0.305
H  1.604  3.035  0.738
H  1.318  1.504  1.613
H  0.755  0.232  -0.286
H  1.592  1.330  -1.376
H  -0.583  1.816  -1.807
H  -2.294  2.249  -0.531
H  -1.723  0.311  2.370
Cl  -3.180  -2.238  3.792
C  -3.308  -3.628  2.708
Cl  -3.535  -3.080  1.041
Cl  -1.826  -4.586  2.821
Cl  -4.695  -4.623  3.183
Cl  -5.750  -4.871  -0.426
C  -6.088  -4.768  -2.158
Cl  -4.566  -4.824  -3.060
Cl  -7.112  -6.129  -2.645
Cl  -6.924  -3.248  -2.501
Cl  -7.086  -1.972  -8.651
C  -7.681  -2.369  -7.031
Cl  -8.114  -0.878  -6.180
Cl  -9.105  -3.411  -7.168
Cl  -6.417  -3.218  -6.134
Cl  6.106  2.906  4.478
C  6.657  2.611  2.825
Cl  5.900  3.787  1.740
Cl  8.415  2.782  2.749
Cl  6.206  0.968  2.330
Cl  4.918  5.108  6.774
C  4.304  6.416  5.752
Cl  2.758  5.931  5.042
Cl  4.077  7.872  6.730
Cl  5.467  6.747  4.460
Cl  -1.562  4.415  -2.134
C  -1.090  4.364  -3.834
Cl  -1.220  2.698  -4.421
Cl  -2.151  5.413  -4.785
Cl  0.584  4.915  -3.995
Cl  9.702  -1.007  6.746
C  9.080  0.316  5.748
Cl  7.527  -0.152  5.045
Cl  8.864  1.759  6.751
Cl  10.232  0.667  4.451
Cl  4.383  -1.493  4.183
C  3.677  -2.042  5.710
Cl  3.103  -0.641  6.626
Cl  2.321  -3.126  5.376
Cl  4.905  -2.900  6.651
Cl  -8.652  -7.047  -5.200
C  -9.251  -7.471  -6.812
Cl  -10.355  -6.212  -7.379
Cl  -7.895  -7.612  -7.937
Cl  -10.110  -9.017  -6.725
Cl  2.632  -0.851  -3.046
C  2.097  -0.204  -4.603
Cl  0.645  -1.066  -5.133
Cl  1.724  1.517  -4.431
Cl  3.380  -0.415  -5.803

Here are the Mulliken charges for atoms 1 to 8, given in e:
1 C -0.819
2 C -0.168
3 C -0.296
4 N 0.085
5 C -0.348
6 N -0.508
7 C 0.747
8 O -0.440


[4]
Molecular formula: C16H10F6MoN3O2P
Method: DFT, ωB97M-V/def2-TZVPD

## Properties
- HOMO (alpha / beta): -18.7670 / -19.1607 eV
- Molar mass: 517.2 g mol⁻¹
- Spin multiplicity: 4
- Charge: +3
- LUMO energy (alpha / beta): -10.86 / -11.29 eV
- Relative energy (zero: lowest compared OMol25 entry of this formula, charge and spin): 0.022 eV

Positions of all 39 atoms, in Å:
Mo  0.826  1.227  -0.509
O  -3.384  -5.754  -0.243
C  -3.364  -4.638  -0.126
O  -3.419  -3.435  0.023
C  -2.376  -2.403  -0.143
C  -1.102  -2.749  -0.525
C  -0.224  -1.670  -0.636
N  -0.633  -0.415  -0.374
C  -1.899  -0.128  -0.023
C  -2.847  -1.141  0.116
C  -2.162  1.311  0.171
C  -3.374  1.856  0.527
C  -3.478  3.244  0.658
C  -2.368  4.032  0.427
C  -1.171  3.422  0.069
N  -1.072  2.091  -0.055
C  1.191  -1.765  -1.050
C  1.854  -2.924  -1.383
C  3.197  -2.847  -1.762
C  3.827  -1.617  -1.792
C  3.103  -0.483  -1.446
N  1.815  -0.560  -1.086
H  -0.787  -3.762  -0.730
H  -3.872  -0.952  0.400
H  -4.239  1.234  0.705
H  -4.423  3.691  0.936
H  -2.407  5.109  0.514
H  -0.275  4.003  -0.123
H  1.359  -3.883  -1.356
H  3.735  -3.747  -2.030
H  4.864  -1.516  -2.080
H  3.556  0.504  -1.456
F  1.999  2.685  -0.609
P  2.961  2.039  2.527
F  3.067  1.075  3.707
F  2.095  0.858  1.707
F  1.680  2.906  2.422
F  3.739  3.182  3.228
F  4.009  1.921  1.404

Here are the natural (NBO) charges for atoms 1 to 8, given in e:
1 Mo 1.716
2 O -0.203
3 C 1.142
4 O -0.396
5 C 0.349
6 C -0.287
7 C 0.346
8 N -0.544


[5]
Molecular formula: C16H10F6N3O6ReS2
Method: DFT, ωB97M-V/def2-TZVPD

## Properties
- HOMO (alpha / beta): -11.9469 / -11.9144 eV
- Molar mass: 704.6 g mol⁻¹
- Spin multiplicity: 2
- Charge: +1
- LUMO energy (alpha / beta): -4.88 / -4.85 eV
- Relative energy (zero: lowest compared OMol25 entry of this formula, charge and spin): 0.041 eV

Positions of all 44 atoms, in Å:
Re  0.702  0.344  -0.458
O  2.406  -0.209  -0.856
C  3.092  -1.381  -0.619
C  4.461  -1.351  -0.792
C  5.196  -2.501  -0.552
C  4.568  -3.676  -0.152
C  3.197  -3.698  0.009
C  2.430  -2.549  -0.212
C  0.992  -2.638  -0.081
N  0.209  -1.627  -0.212
N  -1.161  -1.881  -0.216
C  -1.804  -0.841  -0.612
O  -1.115  0.298  -0.971
C  -3.255  -0.793  -0.753
C  -4.015  -1.929  -0.467
C  -5.389  -1.880  -0.598
C  -6.008  -0.704  -1.009
C  -5.254  0.425  -1.291
C  -3.875  0.386  -1.165
H  4.933  -0.432  -1.111
H  6.269  -2.482  -0.686
H  5.148  -4.570  0.027
H  2.697  -4.611  0.307
H  0.527  -3.603  0.092
H  -3.521  -2.836  -0.148
H  -5.982  -2.758  -0.381
H  -7.084  -0.671  -1.110
H  -5.739  1.337  -1.611
H  -3.282  1.262  -1.389
F  -1.083  3.487  3.292
C  -1.033  2.301  2.728
F  -1.502  1.373  3.536
F  -1.718  2.301  1.588
S  0.738  1.899  2.334
O  0.524  0.628  1.500
O  1.434  1.645  3.535
N  1.334  3.040  1.487
S  0.866  3.545  0.070
O  -0.253  4.412  0.046
O  0.828  2.409  -0.897
C  2.377  4.476  -0.455
F  3.415  3.655  -0.449
F  2.156  4.923  -1.676
F  2.574  5.474  0.378

Here are the natural (NBO) charges for atoms 1 to 8, given in e:
1 Re 1.828
2 O -0.622
3 C 0.382
4 C -0.259
5 C -0.134
6 C -0.210
7 C -0.122
8 C -0.211


- What is the formula in the third record?
  C16H10Cl40N2O3